Entry from the Open Molecules 2025 dataset: a cluster of 8 separate species, C84H192Cl2NOP5 in total in a non-equilibrium geometry (ωB97M-V/def2-TZVPD).

Orbital gap (eV): 8.9
E (eV): -165222.1820
E_HOMO (eV): -14.20
LUMO level (eV): -5.3

Structure (ORCA input):
```
! RIJCOSX wB97M-V def2-TZVPD def2/J DEFGRID3
* xyz 4 1
Cl -1.163 -4.646 0.890
Cl 2.998 -2.153 -2.834
P -4.239 -6.930 1.243
P -9.885 5.114 1.932
P 2.087 -2.970 0.870
P 10.361 8.994 1.290
P -0.957 -2.604 -5.004
O 6.749 1.064 -2.750
N 5.640 -1.279 -3.854
C 10.482 4.828 1.283
C -4.093 -1.357 -1.799
C -2.919 -6.848 -2.636
C -6.989 6.431 4.790
C -5.597 2.833 -0.320
C 2.987 -5.636 0.087
C -11.034 6.449 -0.254
C -0.454 -1.106 -5.867
C 0.961 -6.221 -5.360
C -2.625 -7.251 1.886
C -7.665 3.867 0.652
C 12.330 10.384 4.694
C -4.396 -5.579 -6.203
C -4.089 -6.265 -0.444
C -11.449 4.340 2.487
C 12.039 10.098 -0.695
C 4.934 -2.753 1.342
C -5.963 -10.547 2.873
C -1.685 -9.480 0.833
C -1.594 -7.973 0.986
C -7.594 6.264 3.400
C 1.539 -7.400 -0.770
C -4.698 -4.391 2.679
C 7.586 -0.047 -3.036
C -1.550 -10.263 2.178
C 0.002 -5.224 -4.741
C -7.168 2.896 -0.444
C -12.518 5.288 3.039
C -5.798 -3.399 3.011
C -3.613 -2.537 -2.689
C 11.748 9.580 5.856
C -10.245 6.664 1.066
C 12.256 11.251 -1.753
C 1.552 0.572 -6.318
C -0.832 0.192 0.538
C -3.842 -7.293 -1.499
C -6.482 5.141 5.407
C 7.165 2.015 -1.853
C 0.266 -3.856 -5.453
C 1.115 -0.821 -5.841
C 3.128 0.598 -6.438
C -4.000 -4.496 -7.299
C 4.936 8.995 1.762
C 10.667 10.253 0.004
C 3.696 -2.040 0.758
C 9.789 4.369 0.040
C 6.144 -1.734 1.147
C -13.681 4.543 3.694
C 2.863 -6.718 -1.004
C 1.564 -2.878 3.750
C 7.580 -2.604 -3.145
C -6.692 -4.034 4.102
C 11.667 9.029 2.605
C -5.391 -9.137 2.742
C 10.221 6.326 1.710
C -5.244 -5.761 2.278
C 0.540 -0.526 0.865
C -5.231 -8.527 1.345
C -9.185 3.826 0.874
C -8.855 5.385 3.375
C 6.301 -0.701 2.255
C -2.586 -3.901 -7.042
C -2.613 -3.137 -5.724
C 6.741 -1.292 -2.864
C 2.055 -4.432 -0.229
C -6.103 -11.016 4.318
C -1.035 -2.322 -3.218
C 8.756 9.283 2.159
C 10.292 7.323 0.591
C 7.443 8.947 1.453
C 0.768 -1.907 0.278
C 6.233 9.319 2.371
C 11.558 10.360 3.434
C -2.025 -0.603 1.190
C 1.727 -3.781 2.463
C 13.181 10.725 -2.853
C -10.460 7.294 -1.362
C 1.257 -3.752 4.999
C -2.181 -2.941 -2.344
C 0.892 -7.634 -4.711
C -14.771 5.460 4.276
C 1.052 -2.916 6.236
C -2.606 -7.990 -3.604
C -9.362 6.643 -2.258
H 7.370 9.497 0.523
H -12.946 6.041 2.331
H -6.204 -8.355 0.888
H 6.339 8.740 3.314
H 8.744 10.403 2.224
H -7.882 7.297 3.186
H 11.861 8.534 5.565
H 7.025 -3.543 -2.956
H 0.412 -4.463 4.794
H 7.968 0.045 -4.066
H -6.138 5.262 6.433
H 12.746 12.102 -1.270
H -4.388 -9.084 3.239
H -9.704 5.857 -2.910
H 2.549 -4.513 2.621
H 12.285 9.699 6.779
H -7.405 3.335 -1.427
H -5.215 2.190 -1.109
H -8.572 4.415 3.739
H 0.408 -3.903 -6.506
H 10.286 4.571 -0.888
H -3.584 -6.066 -3.134
H -0.960 -1.201 -3.196
H 11.480 8.184 3.301
H 9.376 6.236 2.405
H 13.381 10.148 4.520
H 6.443 -1.132 3.235
H -3.608 -8.262 -1.058
H 7.060 -2.302 1.071
H 7.220 -0.159 2.033
H -2.221 -6.234 2.115
H -3.976 -4.525 3.512
H -6.038 -8.548 3.447
H 0.993 -4.696 -0.272
H -6.948 5.927 2.646
H 9.626 3.268 -0.016
H -1.536 -11.332 2.020
H 6.337 -1.371 -1.854
H -6.202 7.153 4.642
H -3.477 -8.607 -3.929
H 2.926 -6.321 -1.993
H -1.940 -2.698 -1.296
H -3.847 -4.977 -8.301
H 3.488 0.033 -7.327
H 1.915 -5.721 -5.216
H -5.026 -6.216 -6.796
H -7.014 -5.041 3.885
H -7.553 1.882 -0.345
H 8.473 -2.582 -2.512
H 0.646 -0.537 1.934
H 2.192 -4.388 5.115
H 12.693 8.904 2.168
H -2.152 -7.651 -4.532
H -5.122 -11.197 4.755
H -5.312 -2.534 3.518
H 7.887 -2.620 -4.175
H 4.015 -5.275 0.120
H 8.531 -0.028 -2.480
H -1.847 -4.747 -6.964
H 8.802 4.850 -0.018
H 2.046 -2.553 6.526
H -1.422 -7.445 0.055
H 3.505 1.645 -6.535
H 0.633 -2.294 3.550
H -1.996 -4.040 -2.309
H -0.816 -1.175 -6.884
H -2.804 -7.693 2.916
H 11.514 4.682 1.125
H 1.389 0.111 0.555
H -8.663 6.112 -1.562
H -3.006 -0.114 1.271
H 0.770 -4.338 2.278
H 0.954 -1.825 -0.786
H -0.029 -2.619 -2.863
H -1.971 -6.480 -2.323
H 0.719 -3.432 7.176
H 6.293 10.354 2.634
H 4.907 -2.932 2.386
H 5.944 -1.178 0.223
H -7.757 6.868 5.483
H -3.696 -2.230 -3.723
H 1.145 -7.607 -3.658
H -14.183 3.854 2.981
H 7.619 2.826 -2.397
H 0.683 -6.714 -0.820
H 0.259 -5.232 -3.726
H 10.546 10.605 3.623
H 12.851 10.110 0.060
H -1.906 -8.652 -3.113
H -11.073 5.449 -0.583
H -12.106 6.700 -0.075
H 13.238 11.356 -3.670
H -0.185 -2.516 0.194
H -6.624 -12.004 4.273
H 2.405 -2.205 3.875
H 4.865 7.945 1.451
H -11.210 3.596 3.320
H -9.715 3.767 -0.125
H -6.003 -4.123 4.918
H 2.731 -6.092 1.069
H -12.118 5.913 3.855
H -5.766 4.652 4.808
H -8.862 7.392 -2.861
H 1.470 -0.991 -4.834
H -7.012 -10.518 2.536
H -7.371 4.825 0.252
H 10.679 11.240 0.397
H 9.433 7.323 -0.064
H -0.143 -7.972 -4.878
H -9.338 7.074 0.817
H 11.048 6.553 2.404
H 5.735 -0.489 -4.474
H -3.540 -0.438 -2.009
H 1.559 -1.615 -6.486
H -7.031 3.846 1.554
H 7.305 7.883 1.190
H -1.071 -5.481 -4.883
H 5.085 -3.775 0.929
H -5.113 3.818 -0.389
H -4.052 -3.972 1.898
H -7.303 4.428 5.404
H -5.562 -6.428 3.126
H -9.525 5.784 4.136
H 3.609 0.144 -5.562
H 1.224 1.351 -5.633
H 12.455 11.470 4.976
H -3.287 -2.324 -5.835
H -0.689 -7.809 1.555
H 1.214 -8.245 -1.422
H -3.276 -5.537 -0.379
H 4.091 9.100 2.443
H -6.118 -5.653 1.642
H -4.164 -1.567 -0.717
H 2.399 -4.188 -1.255
H 0.814 -6.382 -6.420
H -9.467 2.952 1.509
H 14.161 10.547 -2.523
H -4.826 -7.575 -1.835
H -0.869 -9.773 0.216
H 1.045 0.819 -7.220
H 11.290 11.615 -2.127
H -11.285 7.573 -2.069
H -4.690 -9.240 0.706
H -10.757 7.330 1.828
H 4.732 -1.247 -3.387
H -3.072 -3.828 -4.971
H 1.502 -7.714 0.312
H 10.217 4.240 2.185
H -1.734 -0.830 2.225
H 0.410 -2.060 6.129
H -5.306 2.379 0.616
H 9.840 10.210 -0.680
H -0.943 0.453 -0.544
H -3.531 -6.143 -5.778
H 10.723 9.877 6.082
H -4.353 -3.268 -2.595
H -0.807 1.222 0.989
H -2.445 -10.063 2.785
H 3.668 -7.464 -0.942
H -11.666 3.707 1.635
H 4.734 9.653 0.883
H -7.551 -3.451 4.449
H 8.769 8.847 3.141
H -14.306 5.934 5.088
H 5.428 -0.008 2.194
H 12.092 9.100 -1.143
H 1.188 -3.347 -5.015
H -2.525 -9.816 0.203
H -6.248 -2.995 2.109
H 11.877 11.133 2.753
H -10.110 8.238 -0.931
H 3.729 -1.751 -0.284
H -4.865 -5.215 -5.296
H -4.824 -3.785 -7.372
H -1.007 -0.284 -5.423
H -15.154 6.223 3.576
H 3.512 -1.050 1.196
H -6.500 -10.218 4.889
H -5.392 -11.268 2.249
H 1.626 -8.350 -5.210
H -2.344 -3.353 -7.910
H 6.258 2.307 -1.343
H -5.101 -1.107 -2.096
H -13.252 3.901 4.422
H -0.694 -9.981 2.718
H 7.851 1.590 -1.153
H 12.776 9.748 -3.190
H 11.216 7.231 0.000
H -5.035 -5.804 -0.620
H 5.711 -2.020 -4.591
H -15.575 4.741 4.498
H -2.111 -1.539 0.650
*
```


Entry from the Open Molecules 2025 dataset: an isolated molecule of C3H3N3O2 in a non-equilibrium geometry (ωB97M-V/def2-TZVPD).

Orbital gap (eV): 9.7
E (eV): -11722.5937
ΔE to the lowest compared entry with this formula, charge and spin (eV): 3.363
E_HOMO (eV): -10.18
LUMO level (eV): -0.5

Structure (ORCA input):
```
! RIJCOSX wB97M-V def2-TZVPD def2/J DEFGRID3
* xyz 0 1
O 1.626 1.745 -0.037
O -1.991 -1.149 -0.070
N -2.133 0.275 0.121
N 3.193 -1.404 0.112
N 0.178 0.039 -0.109
C 2.454 -0.492 -0.036
C 1.451 0.564 -0.101
C -0.972 0.837 0.037
H -2.889 -1.387 -0.174
H -0.869 1.929 0.280
H -0.047 -0.958 -0.020
*
```


Question: Number 1 is which compound?
Answer: C84H192Cl2NOP5


Question: The highest LUMO level belongs to which entry?
Answer: C3H3N3O2